No. 1
Formula: C22H33N5O2
Source: OMol25
Level of theory: ωB97M-V/def2-TZVPD

The calculation puts the highest occupied orbital energy at -8.038 eV. The value obtained for the frontier orbital gap is 8.5350 eV. The total energy is -1282.3256 a.u.

```
! RIJCOSX wB97M-V def2-TZVPD def2/J DEFGRID3
* xyz 0 1
C 3.408 3.464 -2.454
O 2.694 2.336 -2.895
C 2.447 1.329 -2.004
C 2.860 1.330 -0.678
C 2.563 0.256 0.144
C 1.851 -0.838 -0.326
C 1.452 -1.964 0.595
N 0.176 -1.760 1.270
C 0.164 -0.621 2.168
C -1.137 -0.628 2.980
N -2.336 -0.667 2.162
C -2.691 0.631 1.606
C -3.055 1.572 2.713
C -2.645 2.823 2.883
C -1.709 3.550 1.960
C -3.132 3.649 4.038
C -2.260 -1.738 1.176
C -2.423 -3.092 1.880
C -2.851 -4.223 0.943
O -1.844 -4.631 0.046
C -0.956 -1.686 0.365
C 1.445 -0.832 -1.656
C 1.726 0.231 -2.494
C 1.318 0.190 -3.946
N 2.394 -0.333 -4.749
C 3.469 0.297 -5.248
N 4.250 -0.560 -5.865
C 3.604 -1.732 -5.709
N 2.481 -1.635 -5.038
H 2.883 3.982 -1.644
H 4.417 3.197 -2.123
H 3.476 4.125 -3.317
H 3.421 2.158 -0.275
H 2.904 0.274 1.169
H 2.210 -2.096 1.373
H 1.370 -2.894 0.026
H 0.256 0.335 1.620
H 1.013 -0.702 2.852
H -1.145 -1.508 3.627
H -1.182 0.263 3.610
H -3.577 0.479 0.978
H -1.905 1.057 0.966
H -3.734 1.135 3.433
H -1.122 4.277 2.517
H -2.275 4.088 1.199
H -1.027 2.871 1.454
H -3.596 4.566 3.674
H -2.296 3.934 4.678
H -3.856 3.104 4.636
H -3.102 -1.608 0.487
H -1.478 -3.364 2.353
H -3.182 -2.978 2.656
H -3.179 -5.082 1.548
H -3.689 -3.908 0.316
H -1.059 -4.857 0.559
H -0.939 -0.761 -0.239
H -0.925 -2.538 -0.316
H 0.906 -1.679 -2.055
H 1.079 1.196 -4.299
H 0.462 -0.474 -4.081
H 3.639 1.349 -5.150
H 3.969 -2.659 -6.101
*
```

natural (NBO) atomic charge list, values in e, 6 entries:
1. C -0.25
2. O -0.51
3. C 0.29
4. C -0.30
5. C -0.18
6. C -0.07

***

No. 2
Formula: C4H24N2O9
Source: OMol25
Level of theory: ωB97M-V/def2-TZVPD

The calculation puts the highest occupied orbital energy at -8.967 eV. The value obtained for the frontier orbital gap is 9.3874 eV. The total energy is -953.4857 a.u.

```
! RIJCOSX wB97M-V def2-TZVPD def2/J DEFGRID3
* xyz 0 1
N 2.113 0.168 -1.697
C 0.923 -0.498 -1.738
O 0.094 -0.163 -2.581
C 0.518 -1.532 -0.723
C -0.724 -1.017 0.066
N -1.982 -1.131 -0.670
C -0.907 -1.781 1.395
O -0.672 -0.870 2.497
H 2.300 0.672 -2.548
H 2.894 -0.208 -1.173
H 0.243 -2.461 -1.214
H 1.252 -1.811 0.035
H -0.636 0.048 0.281
H -2.109 -0.538 -1.483
H -2.217 -2.064 -1.011
H -1.820 -2.335 1.595
H -0.046 -2.450 1.469
H -1.459 -0.308 2.491
O -1.678 -3.476 -2.323
H -1.120 -3.788 -3.040
H -1.950 -4.247 -1.804
O 4.182 1.416 1.168
H 4.485 1.887 0.386
H 3.261 1.675 1.341
O -2.013 3.653 -0.746
H -1.112 3.952 -0.919
H -1.887 2.734 -0.479
O -3.654 1.074 0.000
H -3.340 0.159 0.115
H -4.138 1.358 -0.775
O 1.619 1.974 2.461
H 1.579 1.653 3.375
H 0.721 1.895 2.114
O -1.783 1.981 1.654
H -2.656 1.767 1.260
H -1.967 2.599 2.362
O 3.998 -1.055 0.333
H 4.737 -0.535 0.007
H 3.740 -0.463 1.049
*
```

natural (NBO) atomic charge list, values in e, 6 entries:
1. N -0.83
2. C 0.67
3. O -0.65
4. C -0.53
5. C -0.06
6. N -0.89